1.
Density functional theory data (ωB97M-V with the def2-TZVPD basis set) for C11H30B3F2N3O14Tl2 as an isolated structure.

The geometry in XYZ format:
```
65
Properties=species:S:1:pos:R:3:forces:R:3
H -1.64359 -0.35048 -8.74249 -0.14 0.19 0.39
H 0.18830 5.86191 1.79005 0.05 0.06 0.23
H -6.99112 -2.70170 -0.79099 -4.08 3.30 -0.12
H -1.38288 -0.16766 3.18408 -0.61 0.00 0.33
H -1.47291 1.63698 3.24932 -0.09 -0.20 0.08
F 7.55984 3.10211 4.44132 0.35 0.09 -0.90
N -3.47531 -4.68489 4.53954 -0.21 0.60 1.08
B 0.52041 -1.27469 -0.52119 -0.14 0.73 -0.25
H 2.08039 7.64678 0.08039 -0.36 -0.06 -0.19
B -6.06934 -3.11977 -1.16484 0.13 -0.40 -0.20
O -1.54497 -1.95628 -6.22830 -2.48 -0.07 -1.38
O 0.61747 1.76699 4.33961 -0.26 -1.19 0.07
H 2.95947 -5.29189 -4.47713 3.76 1.22 -3.72
C -3.43647 -5.91372 5.44213 0.02 0.69 0.74
H -3.85433 1.47581 -4.34366 -0.04 -0.24 0.30
C -1.37754 0.71524 3.82326 0.52 0.32 -0.17
C -3.83007 1.95594 -3.36540 1.16 1.32 -0.03
H -2.02481 0.72881 4.70016 -0.32 -0.42 -0.43
H -5.31604 -2.35225 -1.25256 3.02 4.04 1.75
F -0.41091 7.02667 0.32468 -1.22 0.87 -0.54
H -6.29722 -3.57818 -2.11467 -2.36 -3.33 -3.11
H -2.43100 -6.30795 5.58950 -0.05 -0.16 -1.14
H 1.76330 -6.15857 -3.47195 -2.60 -2.84 1.35
C 1.86132 6.98056 0.91481 -0.88 0.80 0.65
H -5.65239 -3.83528 -0.47316 3.45 -3.61 1.61
N -3.05029 3.23147 -3.62551 0.50 2.31 -1.96
H 0.31742 -1.29097 -1.58079 -2.70 0.95 -4.38
H 4.94467 1.69478 5.53415 -0.41 -0.42 -0.57
N -0.02351 0.72391 4.41498 1.21 -0.56 1.47
C 2.09291 4.97901 0.03389 2.74 -3.18 -2.62
H 5.69015 3.63976 4.18351 -0.22 -0.36 -0.41
O -1.82998 3.18224 -3.92561 -2.69 -0.42 1.10
O 0.28381 -1.13116 -7.04889 1.23 1.38 -2.13
O -4.22408 -3.76991 4.90640 1.23 -1.40 -1.00
O 0.79596 5.24010 -0.02318 -0.35 -1.74 -1.19
H -2.37709 -1.98534 -8.81070 -0.25 0.04 1.32
C 5.94085 1.58304 5.10608 -0.58 0.74 0.58
H -3.18478 1.47147 -2.63259 -0.59 -0.51 -0.06
C 6.28176 2.72501 4.14701 -0.02 -1.45 1.43
O 6.08756 0.42649 4.27942 -0.39 -1.26 2.87
C -1.48947 -1.41128 -8.54486 -1.20 0.22 -3.65
H -3.65682 -5.59434 6.46073 -0.67 0.30 -0.31
C -0.88240 -1.44551 -7.15499 2.01 -1.79 4.80
C 0.53947 6.26626 0.84069 -0.27 1.16 0.78
O 0.32466 -0.30771 5.02956 -0.44 2.05 -1.37
O 2.67034 4.08453 -0.61258 -1.96 2.70 2.35
H 1.81362 -4.33262 -3.62092 -3.10 3.56 -1.66
H -0.81014 -1.74173 -9.33063 0.82 0.00 0.69
H 1.86437 7.57780 1.82662 0.83 -0.44 0.20
H -4.20585 -6.59013 5.06981 0.40 -0.11 0.04
Tl -2.06937 -5.10709 -1.85094 0.07 -0.01 0.09
O 6.07183 -0.14083 2.13514 -0.08 2.84 1.41
H -0.26064 -1.82773 -0.02282 -3.04 -3.73 1.27
O -2.75891 -4.68051 3.54671 -0.70 0.08 0.52
C 6.08994 0.72730 3.01117 0.36 -3.39 -0.99
Tl 4.29664 -0.90638 -3.29205 0.05 0.05 0.17
H 6.56140 1.59651 6.00208 0.58 -0.43 -0.51
H 0.67788 -0.25065 -0.21988 1.94 4.17 0.34
H 3.05822 -5.15105 -2.77065 4.30 -0.96 2.97
O 6.15738 2.02341 2.93791 0.34 3.61 -3.00
B 2.35669 -5.26421 -3.58263 -2.60 -0.64 1.24
O 2.70067 5.85407 0.84243 1.43 -0.26 0.32
H 1.40243 -1.88193 -0.38876 3.96 -2.39 2.79
O -3.72625 4.27483 -3.70059 1.43 -2.03 0.51
H -4.81063 2.30457 -3.04127 0.22 -0.43 0.15
```
Positions in Å, forces in eV/Å.

## Properties
Highest occupied orbital energy in eV: -14.0841
Total charge: +2
ΔE to the lowest compared entry with this formula, charge and spin in kcal/mol: 232.8
Gap between HOMO and LUMO in eV: 1.59
Electronic energy in hartree: -2272.153204

2.
Density functional theory data (ωB97M-V with the def2-TZVPD basis set) for an isolated ion of composition C11H11N2O2 and charge +1.

The geometry in XYZ format:
```
26
Properties=species:S:1:pos:R:3:forces:R:3
C 4.90176 -0.88260 0.01252 0.88 -0.63 5.04
C -0.77146 1.20927 0.53743 -1.47 -0.26 -1.16
H 5.09026 -0.95019 -0.99360 1.01 0.20 -2.35
H -5.31345 -1.71914 -0.16111 1.37 1.57 -0.48
C -2.30690 -0.77688 1.04584 0.64 1.20 0.17
H -1.61035 -1.15130 1.76589 0.23 -0.19 0.39
H -4.75146 0.18393 -1.73064 1.15 0.52 1.00
O 0.25780 0.22852 0.90844 2.51 0.50 0.08
O 2.00661 0.96715 -0.38744 -2.65 -0.65 2.52
H 3.47383 0.83392 -1.45869 1.12 -0.59 -2.03
C 2.55808 -0.96510 0.92482 -1.07 1.36 -0.39
N 3.31125 0.70474 -0.50340 0.10 0.22 1.79
H -1.66370 3.00873 -0.01979 -0.26 -0.18 0.06
H 4.98700 -1.92693 0.46758 0.21 1.61 -0.48
C 1.50308 0.11656 0.56434 -0.55 0.54 -1.55
C -3.48445 -1.45319 0.82379 1.32 -1.35 2.10
C -4.04076 0.03480 -0.86360 -1.50 0.65 -2.14
H -3.67032 -2.34672 1.41896 0.05 0.16 -0.13
C -2.88486 0.79318 -0.65263 -1.46 -3.17 2.32
C -4.37911 -1.05472 -0.08981 -2.01 -0.90 -0.65
H 0.13452 3.15137 0.23318 -0.11 -0.43 -0.13
H 5.48112 -0.04902 0.66090 -0.86 -2.22 -1.89
C -0.74117 2.49973 0.19005 2.15 -0.35 1.14
C -2.02465 0.43277 0.38340 -0.18 -1.51 -0.13
N 3.51935 -0.52319 0.15993 -1.03 1.13 -0.55
H -2.56292 1.56395 -1.19892 0.44 2.78 -2.56
```
Positions in Å, forces in eV/Å.

## Properties
Structure (SMILES): C=C(OC1=C=[N+](C)NO1)c1ccccc1
Highest occupied orbital energy in eV: -12.1465
Total charge: +1
ΔE to the lowest compared entry with this formula, charge and spin in kcal/mol: 104.9
Gap between HOMO and LUMO in eV: 6.79
Electronic energy in hartree: -685.248884

3.
Density functional theory data (ωB97M-V with the def2-TZVPD basis set) for a 2-piece molecular cluster, C4H6O2 overall.

The geometry in XYZ format:
```
12
Properties=species:S:1:pos:R:3:forces:R:3
C 1.31602 -0.02288 -0.33207 0.06 0.29 -0.13
H 2.37567 -0.10508 -0.50628 -0.12 -0.01 -0.02
C -0.94676 0.53500 -0.09981 0.03 -0.01 0.03
H -1.56513 0.74409 0.77711 0.12 -0.12 -0.15
C 0.48689 1.09226 0.03315 0.11 0.02 -0.05
C -0.70252 -0.88683 -0.43763 0.06 0.04 -0.21
H -1.43450 0.99312 -0.97134 0.06 0.11 0.05
H 0.58894 -0.79116 1.49213 -0.07 -0.01 0.23
O 0.79293 2.22610 0.35854 -0.11 -0.23 -0.01
H -1.38874 -1.65554 -0.76181 0.08 0.03 0.00
O 0.54981 -1.05271 -0.74294 -0.25 -0.07 -0.11
H -0.07970 -1.16398 1.37685 0.04 -0.04 0.38
```
Positions in Å, forces in eV/Å.

## Properties
Highest occupied orbital energy (alpha / beta) in eV: -8.2160 / -8.2152
ΔE to the lowest compared entry with this formula, charge and spin in kcal/mol: 95.5
Gap between HOMO and LUMO (alpha / beta) in eV: 7.94 / 7.94
Electronic energy in hartree: -306.354063